--- a ---
8
Properties=species:S:1:pos:R:3 method="wB97M-V/def2-TZVPD" homo_lumo_gap_ev="7.568 / 7.148" homo_ev="-11.100 / -10.479"
C 1.2026 0.5757 0.7732
C 0.6297 -1.5208 -0.7543
N 2.2616 0.9415 1.0567
N 0.5379 -2.4198 -1.4364
N 0.0210 0.0831 0.7743
P -1.4377 0.7426 0.4700
H -1.9847 -0.2443 -0.3889
H -1.2304 1.8419 -0.4945


--- b ---
8
Properties=species:S:1:pos:R:3 method="wB97M-V/def2-TZVPD" homo_lumo_gap_ev=10.503 homo_ev=-10.533 smiles=N#CN(P)C#N
N -1.6498 -0.4744 1.7214
C -0.8705 -0.1136 0.9673
N -0.0375 0.2597 -0.0095
P 1.1010 -0.8764 -0.6568
C 0.1619 1.6707 -0.2204
N 0.3098 2.7945 -0.3288
H 0.2673 -1.4865 -1.7942
H 0.7178 -1.7740 0.3210


Energies relative to the minimum, kcal/mol: a 85.6; b 0.0


--- a ---
8
Properties=species:S:1:pos:R:3 method="wB97M-V/def2-TZVPD" homo_lumo_gap_ev=7.797 homo_ev=-10.082 smiles=N#CN(P)C#N
N 3.7770 -1.4097 -0.2229
C 3.0004 -0.5368 -0.0957
N 1.9138 0.1934 -0.1899
P -0.0025 -0.9141 -0.0254
C 1.9112 1.4622 0.0710
N 1.7610 2.5834 0.2422
H -0.3087 -0.8476 1.4552
H 0.8847 -2.0246 0.0534


--- b ---
8
Properties=species:S:1:pos:R:3 method="wB97M-V/def2-TZVPD" homo_lumo_gap_ev="4.348 / 4.450" homo_ev="-8.913 / -9.125"
C 2.8477 0.6912 -0.2352
C 1.2874 2.5059 -0.0433
N 3.8602 0.2483 -0.5676
N 0.7082 3.5109 0.1143
N 1.8041 1.3341 0.0232
P -1.1862 0.9259 0.3142
H -1.1315 1.4314 1.6063
H -0.1959 0.0752 0.7581


Energies relative to the minimum, kcal/mol: a 0.0; b 61.9


--- a ---
8
Properties=species:S:1:pos:R:3 method="wB97M-V/def2-TZVPD" homo_lumo_gap_ev=10.985 homo_ev=-10.215 smiles=C#[N+][O-].P
C -1.0977 -0.3620 -0.7211
N -2.2785 -0.5299 -0.7304
O -3.4034 -0.7309 -0.5402
H -0.2671 -0.4576 -1.2594
P 2.2627 0.8577 0.6934
H 2.1514 -0.5108 0.5507
H 1.5629 0.7989 1.9541
H 1.0697 0.9347 0.0530


--- b ---
8
Properties=species:S:1:pos:R:3 method="wB97M-V/def2-TZVPD" homo_lumo_gap_ev=8.277 homo_ev=-9.023 smiles="O=NCP"
O -1.9332 0.6447 0.2476
N -1.1094 0.0709 -0.4712
C -0.2943 -0.8625 0.1163
P 1.5733 0.4464 0.0142
H 0.0529 -1.6378 -0.5547
H -0.4252 -1.1421 1.1613
H 0.9574 1.5025 0.7037
H 1.1785 0.9779 -1.2172


Energies relative to the minimum, kcal/mol: a 8.8; b 0.0


--- a ---
21
Properties=species:S:1:pos:R:3 method="wB97M-V/def2-TZVPD" homo_lumo_gap_ev=8.802 homo_ev=-8.304 smiles=CSSCCN.O.O
C 1.2778 3.4829 -0.2277
S 0.8048 2.0007 0.7931
S 1.2262 0.4879 -0.4197
C -0.0791 0.3349 -1.7110
C -1.4836 0.2177 -1.0833
N -1.8624 -1.1339 -0.7861
H 0.6732 3.4729 -1.1220
H 1.0219 4.3364 0.4071
H 2.3596 3.4922 -0.2465
H 0.0958 -0.6512 -2.1373
H 0.0803 1.1301 -2.4324
H -2.2662 0.6969 -1.6843
H -1.5444 0.7996 -0.1575
H -1.8050 -1.7917 -1.5573
H -1.6603 -1.5858 0.0803
O 0.1819 -0.7555 4.0335
H 0.4036 -1.5573 3.5606
H -0.7595 -0.6938 4.2270
O 0.8244 -3.8516 0.2439
H 1.7295 -3.7461 0.4637
H 0.7814 -4.6853 -0.2440


--- b ---
21
Properties=species:S:1:pos:R:3 method="wB97M-V/def2-TZVPD" homo_lumo_gap_ev=8.759 homo_ev=-8.245 smiles=CSSCCN.O.O
C 1.8962 2.9742 -0.8297
S 1.5153 1.6854 0.4504
S 0.9331 0.2105 -0.7828
C -0.6519 0.5066 -1.5540
C -1.7809 0.5960 -0.4537
N -2.4426 -0.6245 0.0518
H 0.9084 3.4781 -1.0976
H 2.5807 3.7135 -0.3704
H 2.3555 2.5825 -1.7734
H -0.9621 -0.0450 -2.3234
H -0.8171 1.5387 -2.1102
H -2.4408 1.3718 -0.9119
H -1.4810 0.9641 0.6208
H -3.1261 -1.0430 -0.4767
H -1.7836 -1.2457 0.2527
O -0.4392 -2.9650 2.7781
H 0.4133 -2.6743 2.8054
H -1.0022 -2.1161 2.9199
O -0.9893 -3.2196 0.1791
H -0.7782 -3.4036 1.0843
H -1.2941 -4.0685 -0.2975


Energies relative to the minimum, kcal/mol: a 0.0; b 30.8


--- a ---
12
Properties=species:S:1:pos:R:3 method="wB97M-V/def2-TZVPD" charge=+1 multiplicity=2 homo_lumo_gap_ev="7.964 / 6.390" homo_ev="-14.041 / -14.031" s2=0.756
O -1.3073 -0.9315 0.6530
C -2.4739 -1.2604 0.4943
H -3.2050 -0.6168 -0.1462
H -2.9435 -2.2243 0.8848
C 1.3059 0.7995 -1.5553
C 1.1611 0.3733 -0.2149
N 1.3603 1.0406 1.0705
H 0.7469 1.3676 -2.3783
H 1.9256 0.0314 -2.0457
H 0.9931 -0.6733 -0.0596
H 0.5372 1.5184 1.4817
H 1.8996 0.5755 1.8157


--- b ---
12
Properties=species:S:1:pos:R:3 method="wB97M-V/def2-TZVPD" charge=+1 multiplicity=2 homo_lumo_gap_ev="9.159 / 6.382" homo_ev="-14.741 / -14.739" s2=0.777
C 1.2004 0.4362 -0.2702
C 2.2001 1.3689 -0.3171
C 0.3608 -1.3108 1.0672
N 1.2974 -0.7970 0.3811
H 0.2243 0.3808 -0.7636
H 3.1576 1.1876 0.1322
H 1.9929 2.4016 -0.5643
H 0.2984 -2.3877 1.2475
H -0.3738 -0.5507 1.3686
H -3.4047 -0.5630 -1.5202
H -3.4782 0.3603 -0.1885
O -3.4752 -0.5263 -0.5728


Energies relative to the minimum, kcal/mol: a 28.6; b 0.0


--- a ---
10
Properties=species:S:1:pos:R:3 method="wB97M-V/def2-TZVPD" charge=+3 homo_lumo_gap_ev=4.404 homo_ev=-26.430
Tl 8.4448 3.5273 -26.5517
O 11.0841 2.7695 -25.6705
H 11.2313 3.2101 -24.7927
H 11.8390 2.1198 -25.7726
O 6.2513 2.3714 -25.2867
H 5.9142 1.4374 -25.2830
H 5.6461 2.9189 -24.7265
O 10.4018 5.1128 -27.7098
H 10.3875 5.6886 -28.5203
H 11.2961 5.1820 -27.3081


--- b ---
10
Properties=species:S:1:pos:R:3 method="wB97M-V/def2-TZVPD" charge=+3 homo_lumo_gap_ev=4.594 homo_ev=-26.531
Tl -1.1185 -0.9899 0.9599
O -2.1947 0.5204 -1.2380
H -2.4000 -0.2220 -1.8673
H -2.1800 1.3520 -1.8012
O 0.7504 0.1209 -0.9267
H 1.4460 0.8003 -0.7094
H 1.0685 -0.3182 -1.7671
O 1.2125 -0.4163 2.2201
H 2.1363 -0.6501 1.9380
H 1.2795 -0.1972 3.1916


Energies relative to the minimum, kcal/mol: a 2.1; b 0.0